# C49H85B2NO25P

11 unconnected molecules or ions with the total composition C49H85B2NO25P in a non-equilibrium geometry (ωB97M-V/def2-TZVPD, the OMol25 dataset).

Calculated values
Gap between HOMO and LUMO in eV: 4.98
Lowest unoccupied orbital energy in Ha: 0.0539
Calculated total energy in a.u.: -4245.14186
Total charge: -1

Atoms and positions in Å:
C1 -5.476 1.102 1.029
C2 -5.455 -0.011 -0.048
C3 -5.994 0.549 -1.371
C4 -5.164 0.230 -2.652
N1 -3.740 0.006 -2.505
C5 -2.932 1.133 -2.022
C6 -3.491 2.563 -2.215
O1 -2.412 3.409 -1.999
P1 -0.902 2.695 -2.605
C7 -0.382 2.358 -0.750
B1 1.076 2.729 -0.396
O2 1.327 3.377 0.827
O3 2.188 2.430 -1.177
B2 -0.072 4.457 -2.804
O4 1.243 4.551 -3.336
C8 -0.790 5.834 -2.446
C9 -0.901 6.094 -0.922
O5 -1.718 1.129 -2.703
H1 -4.657 1.793 0.844
H2 -5.411 0.706 2.037
H3 -6.386 1.682 0.896
H4 -6.054 -0.828 0.351
H5 -4.423 -0.347 -0.100
H6 -6.176 1.615 -1.284
H7 -6.980 0.104 -1.521
H8 -5.583 -0.680 -3.085
H9 -5.359 1.008 -3.383
H10 -3.570 -0.828 -1.963
H11 -2.785 0.971 -0.941
H12 -4.181 2.759 -1.385
H13 -4.042 2.667 -3.157
H14 0.286 2.084 -3.165
H15 -1.360 3.002 -3.976
H16 -0.459 1.273 -0.599
H17 -1.111 2.807 -0.086
H18 2.111 3.943 0.734
H19 2.963 2.562 -0.609
H20 1.181 4.591 -4.303
H21 -0.248 6.676 -2.880
H22 -1.766 5.832 -2.930
H23 -0.777 5.194 -0.327
H24 -0.171 6.845 -0.642
H25 -1.893 6.482 -0.703
O6 0.880 -2.723 2.419
C10 1.315 -2.315 1.377
O7 1.143 -1.047 0.956
C11 1.680 -0.888 -0.374
C12 2.694 -2.010 -0.524
C13 2.084 -3.110 0.338
H26 0.859 -0.960 -1.091
H27 2.134 0.094 -0.468
H28 2.862 -2.299 -1.561
H29 3.648 -1.686 -0.112
H30 1.379 -3.729 -0.221
H31 2.838 -3.736 0.810
O8 1.237 2.583 -6.856
C14 0.112 2.192 -7.013
O9 -0.950 2.756 -6.413
C15 -2.140 2.006 -6.687
C16 -1.837 1.232 -7.963
C17 -0.336 0.996 -7.823
H32 -2.330 1.346 -5.838
H33 -2.979 2.692 -6.792
H34 -2.425 0.319 -8.057
H35 -2.036 1.850 -8.842
H36 -0.126 0.094 -7.253
H37 0.172 0.964 -8.783
O10 0.191 -1.933 -7.192
C18 0.519 -2.312 -6.103
O11 0.723 -3.617 -5.804
C19 0.994 -3.757 -4.396
C20 1.487 -2.390 -3.943
C21 0.718 -1.453 -4.869
H38 0.068 -4.050 -3.895
H39 1.734 -4.541 -4.252
H40 1.321 -2.201 -2.885
H41 2.558 -2.301 -4.137
H42 -0.260 -1.186 -4.463
H43 1.277 -0.552 -5.109
O12 1.062 -8.043 2.745
C22 0.832 -7.239 3.611
O13 0.793 -7.579 4.915
C23 0.388 -6.437 5.707
C24 0.714 -5.227 4.853
C25 0.510 -5.770 3.442
H44 -0.679 -6.523 5.915
H45 0.928 -6.445 6.650
H46 0.106 -4.359 5.084
H47 1.762 -4.947 4.986
H48 -0.526 -5.672 3.113
H49 1.176 -5.305 2.722
O14 5.651 -1.054 -0.098
C26 5.845 0.035 -0.557
O15 6.297 1.077 0.180
C27 6.318 2.273 -0.620
C28 6.370 1.791 -2.062
C29 5.590 0.482 -1.983
H50 5.413 2.847 -0.408
H51 7.183 2.871 -0.345
H52 5.962 2.509 -2.770
H53 7.403 1.586 -2.347
H54 4.516 0.638 -2.114
H55 5.949 -0.262 -2.688
O16 0.870 9.546 -1.692
C30 1.213 9.648 -2.836
O17 0.851 8.759 -3.790
C31 1.499 9.077 -5.031
C32 1.857 10.553 -4.926
C33 2.114 10.713 -3.428
H56 2.380 8.440 -5.134
H57 0.816 8.868 -5.852
H58 2.699 10.838 -5.555
H59 0.999 11.162 -5.217
H60 3.147 10.488 -3.163
H61 1.841 11.689 -3.069
O18 2.516 12.370 -1.265
C34 1.981 12.671 -0.238
O19 1.685 13.954 0.095
C35 1.144 13.998 1.427
C36 0.610 12.597 1.689
C37 1.570 11.734 0.874
H62 1.946 14.274 2.116
H63 0.368 14.759 1.470
H64 0.571 12.343 2.746
H65 -0.399 12.505 1.284
H66 2.459 11.458 1.443
H67 1.095 10.845 0.467
O20 3.568 -11.743 -1.718
C38 3.082 -11.408 -0.675
O21 2.808 -10.124 -0.366
C39 2.331 -10.025 0.997
C40 1.807 -11.414 1.328
C41 2.722 -12.308 0.493
H68 3.165 -9.732 1.636
H69 1.564 -9.268 1.058
H70 1.822 -11.633 2.393
H71 0.778 -11.514 0.978
H72 3.637 -12.569 1.026
H73 2.222 -13.207 0.144
O22 -0.636 -8.202 8.095
C42 -1.776 -8.525 7.956
O23 -2.802 -7.953 8.644
C43 -4.036 -8.626 8.336
C44 -3.800 -9.297 6.990
C45 -2.308 -9.618 7.053
H74 -4.243 -9.348 9.130
H75 -4.842 -7.897 8.306
H76 -4.436 -10.165 6.827
H77 -3.989 -8.586 6.185
H78 -2.114 -10.583 7.522
H79 -1.832 -9.574 6.077
O24 -1.308 -3.998 6.447
C46 -1.787 -3.669 7.494
O25 -2.037 -2.378 7.813
C47 -2.504 -2.287 9.169
C48 -3.054 -3.669 9.495
C49 -2.157 -4.572 8.653
H80 -1.661 -2.014 9.807
H81 -3.259 -1.508 9.233
H82 -3.040 -3.896 10.560
H83 -4.085 -3.748 9.148
H84 -1.245 -4.855 9.180
H85 -2.671 -5.460 8.302